(1)
DFT (the ωB97M-V functional and the def2-TZVPD basis) results for a single C10H18N2O5 molecule at a distorted geometry.

The value obtained for the LUMO energy is 0.30 eV. Its SMILES is CC(C)[C@H](N)C(=O)N[C@@H](CCC(=O)O)C(=O)O. For the frontier orbital gap, the calculation gives 9.8 eV. The total energy comes out at -23878.7476 eV.

```
! RIJCOSX wB97M-V def2-TZVPD def2/J DEFGRID3
* xyz 0 1
C -2.272 0.439 0.189
C -1.002 0.561 1.009
C -2.694 -0.927 -0.232
C -2.511 -1.910 0.833
C -1.904 -1.325 -1.442
C 1.334 1.384 0.690
C 1.470 2.768 0.127
C 2.519 0.681 0.083
C 2.492 -0.730 0.604
C 3.539 -1.479 -0.114
H -1.839 2.290 -0.965
H -2.854 1.257 -1.703
H -3.030 0.966 0.733
H -3.730 -0.718 -0.443
H -2.534 -1.502 1.840
H -3.200 -2.919 1.004
H -1.471 -2.488 0.770
H -2.356 -1.162 -2.404
H -0.828 -1.131 -1.241
H -1.979 -2.420 -1.549
H -0.135 1.162 -0.668
H 1.373 1.416 1.766
H 2.496 0.749 -1.002
H 3.426 1.136 0.412
H 1.505 -1.158 0.554
H 2.817 -0.808 1.718
H 2.560 -3.262 0.230
H 0.911 3.958 -1.226
N -2.150 1.355 -1.021
N 0.102 0.738 0.251
O -0.989 0.306 2.216
O 2.298 3.451 0.631
O 4.402 -0.858 -0.669
O 3.546 -2.891 -0.074
O 0.686 3.073 -0.907
*
```

Mulliken atomic charge list, values in e, 2 entries: 0.27, -0.02



(2)
DFT (the ωB97M-V functional and the def2-TZVPD basis) results for a molecular structure, C10H18N2O7S4W at a distorted geometry.

The value obtained for the LUMO energy (alpha / beta) is -2.63 / -2.63 eV. For the frontier orbital gap (alpha / beta), the calculation gives 6.2 / 6.2 eV. The total energy comes out at -73142.2988 eV.

```
! RIJCOSX wB97M-V def2-TZVPD def2/J DEFGRID3
* xyz 0 1
W -0.352 0.231 -0.559
N -0.918 -0.634 -2.676
C -2.338 -0.437 -3.001
C -2.918 0.669 -2.112
O -3.808 1.406 -2.495
N -2.404 0.590 -0.863
C -3.026 1.463 0.100
C -1.948 2.390 0.733
O -2.246 3.400 1.319
O -0.773 1.875 0.632
H -0.333 0.031 -3.243
H -0.636 -1.566 -2.996
H -2.901 -1.348 -2.757
H -2.510 -0.172 -4.049
H -3.415 0.858 0.939
H -3.834 2.045 -0.357
O 2.182 2.397 -2.070
S 1.145 1.467 -2.364
O 0.959 1.040 -3.734
O 1.366 0.163 -1.552
O -0.194 1.855 -1.810
C 3.206 -1.205 1.796
C 3.204 0.255 1.392
S 1.580 1.058 1.063
C 0.762 0.990 2.724
C -0.151 -0.196 2.981
S -1.284 -0.719 1.607
C 0.224 -2.033 -0.449
C 1.093 -2.713 0.601
S 2.864 -2.333 0.404
H 2.496 -1.432 2.589
H 4.209 -1.475 2.134
H 3.736 0.385 0.447
H 3.697 0.859 2.156
H 0.185 1.913 2.751
H 1.542 1.040 3.483
H -0.828 0.041 3.805
H 0.411 -1.084 3.263
H 0.792 -2.131 -1.387
H -0.698 -2.629 -0.528
H 1.064 -3.800 0.453
H 0.796 -2.514 1.630
*
```

Mulliken atomic charge list, values in e, 2 entries: 1.22, -0.37



(3)
DFT (the ωB97M-V functional and the def2-TZVPD basis) results for 2 unconnected molecules or ions with the total composition C10H18N3 at a distorted geometry.

The value obtained for the LUMO energy is -3.09 eV. For the frontier orbital gap, the calculation gives 8.4 eV. The total energy comes out at -15125.0927 eV.

```
! RIJCOSX wB97M-V def2-TZVPD def2/J DEFGRID3
* xyz 1 1
C -1.853 0.830 1.092
C -2.863 1.267 2.233
C -0.753 -0.060 1.649
C 0.401 0.507 2.124
C -0.771 -1.462 1.632
C 1.491 -0.133 2.621
C 0.294 -2.229 2.123
C 1.453 -1.564 2.614
H -2.322 0.012 0.329
H -1.497 1.690 0.548
H -3.224 2.247 1.895
H 0.472 1.638 2.145
H -1.736 -1.921 1.237
H 2.377 0.428 3.091
H 0.302 -3.280 2.061
H 2.237 -2.046 3.318
H -2.253 1.357 3.081
H -3.625 0.446 2.347
C 1.406 1.866 -2.909
C 0.833 -0.526 -2.779
N 1.659 0.512 -2.495
N -0.355 -0.232 -3.337
N 0.996 -1.769 -2.393
H 2.479 0.256 -1.878
H -0.809 0.620 -3.159
H -0.812 -0.949 -3.909
H 1.827 -2.038 -1.863
H 0.201 -2.319 -2.362
H 0.447 2.329 -2.999
H 2.118 1.967 -3.858
H 1.878 2.558 -2.200
*
```

Mulliken atomic charge list, values in e, 2 entries: -0.75, -1.06